<A>
# C5H14O2

3 unconnected molecules or ions with the total composition C5H14O2 (wB97M-V/def2-TZVPD, the Open Molecules 2025 dataset).

Bonds (Å) are listed after each position.
Positions of all 21 atoms, in Å:
1 C -0.9092 -1.1050 0.7727  C2 1.523, H6 1.093, H7 1.083, H8 1.086
2 C -1.2446 0.3346 0.4052  C1 1.523, C3 1.323, C5 1.503
3 C -0.5437 0.9526 -0.5314  C2 1.323, C4 1.522, H9 1.083
4 C -0.7102 2.4194 -0.9020  C3 1.522, H10 1.093, H11 1.085, H12 1.091
5 C -2.3056 0.9634 1.2647  C2 1.503, H13 1.098, H14 1.080, H15 1.095
6 H 0.0171 -1.1627 1.3508  C1 1.093
7 H -0.6014 -1.6569 -0.1073  C1 1.083
8 H -1.6909 -1.5441 1.3857  C1 1.086
9 H 0.2129 0.4610 -1.1309  C3 1.083
10 H -0.2190 3.0466 -0.1538  C4 1.093
11 H -0.3638 2.6192 -1.9104  C4 1.085
12 H -1.7683 2.6836 -0.8747  C4 1.091
13 H -2.0774 2.0319 1.3734  C5 1.098
14 H -2.4239 0.4786 2.2226  C5 1.080
15 H -3.2624 1.0486 0.7400  C5 1.095
16 H 2.5293 -2.6471 0.3657  O18 0.962
17 H 1.6098 -3.6024 1.1188  O18 0.961
18 O 1.6034 -2.8221 0.5580  H16 0.962, H17 0.961
19 H 3.8205 -0.8776 -2.7176  O21 0.963
20 H 4.1788 -0.4077 -1.3519  O21 0.963
21 O 4.1484 -1.2140 -1.8775  H19 0.963, H20 0.963

SMILES: CC=C(C)C.O.O
Orbital gap: 9.1 eV

---

<B>
# C5H14O2

2 unconnected molecules or ions with the total composition C5H14O2 (wB97M-V/def2-TZVPD, the Open Molecules 2025 dataset).

Bonds (Å) are listed after each position.
Positions of all 21 atoms, in Å:
1 C 0.9186 0.1463 -1.3279  O2 1.436, C3 1.500, H7 1.091, H8 1.096
2 O 0.3174 1.3346 -0.7914  C1 1.436, H9 0.954
3 C 1.2805 -0.8828 -0.2989  C1 1.500, C4 1.568, H10 1.104, H11 1.094
4 C 0.1426 -1.7011 0.4031  C3 1.568, C5 1.531, C6 1.576, H12 1.089
5 C 0.7487 -2.8354 1.2337  C4 1.531, H13 1.096, H14 1.091, H15 1.090
6 C -0.5974 -0.7052 1.3745  C4 1.576, H16 1.084, H17 1.086, H18 1.088
7 H 0.1548 -0.2377 -2.0059  C1 1.091
8 H 1.8388 0.4062 -1.8628  C1 1.096
9 H 0.9357 1.6862 -0.1563  O2 0.954
10 H 1.9379 -1.6369 -0.7659  C3 1.104
11 H 1.9403 -0.5324 0.5003  C3 1.094
12 H -0.5050 -2.0257 -0.4103  C4 1.089
13 H 1.7453 -3.1904 0.9491  C5 1.096
14 H 0.1136 -3.7173 1.1423  C5 1.091
15 H 0.9152 -2.5155 2.2621  C5 1.090
16 H 0.1304 -0.0259 1.8024  C6 1.084
17 H -1.3177 -0.2073 0.7324  C6 1.086
18 H -1.1293 -1.2123 2.1769  C6 1.088
19 H -2.9693 5.4043 -1.1281  O21 0.971
20 H -3.0135 6.4761 -2.2137  O21 0.970
21 O -3.5878 5.9721 -1.6155  H19 0.971, H20 0.970

SMILES: CC(C)CCO.O
Orbital gap: 11.0 eV

---

Result of the stability comparison: <A> is the least stable of them.

---

<A>
# C3H4

A single C3H4 molecule (wB97M-V/def2-TZVPD, the Open Molecules 2025 dataset).

Bonds (Å) are listed after each position.
Positions of all 7 atoms, in Å:
1 C 0.6013 0.6381 0.0326  C2 1.299, C3 1.496, H4 1.061
2 C 0.6126 -0.6587 -0.0437  C1 1.299, C3 1.492, H5 1.061
3 C -0.7381 -0.0249 -0.0436  C1 1.496, C2 1.492, H6 1.194, H7 1.081
4 H 1.1055 1.5618 0.1649  C1 1.061
5 H 1.1504 -1.5692 -0.1232  C2 1.061
6 H -1.3931 0.0147 0.9533  C3 1.194
7 H -1.3387 0.0381 -0.9402  C3 1.081

SMILES: C1=CC1
Orbital gap: 10.7 eV

---

<B>
# C3H4

A single C3H4 molecule (wB97M-V/def2-TZVPD, the Open Molecules 2025 dataset).

Bonds (Å) are listed after each position.
Positions of all 7 atoms, in Å:
1 C 0.0049 -0.1146 1.7444  C2 1.190, H4 0.992
2 C 0.1442 0.1814 0.6006  C1 1.190, C3 1.567
3 C 0.0440 0.0818 -0.9600  C2 1.567, H5 1.143, H6 1.151, H7 1.049
4 H -0.3052 -0.3739 2.6504  C1 0.992
5 H -0.5299 1.0083 -1.3047  C3 1.143
6 H 1.0530 0.0440 -1.5129  C3 1.151
7 H -0.4109 -0.8271 -1.2179  C3 1.049

SMILES: C#CC
Orbital gap: 11.3 eV

---

Result of the stability comparison: <A> is the least stable of them.

---

<A>
# C2H7OS

2 unconnected molecules or ions with the total composition C2H7OS (wB97M-V/def2-TZVPD, the Open Molecules 2025 dataset).

Bonds (Å) are listed after each position.
Positions of all 11 atoms, in Å:
1 O 0.1854 1.8590 1.4742  H2 0.957, H9 0.968
2 H -0.7319 1.5878 1.4637  O1 0.957
3 C 0.7098 -1.0674 -1.0696  C4 1.573, H6 1.054, H7 1.019, H8 1.135
4 C -0.3579 -0.0735 -0.4812  C3 1.573, S5 1.674, H10 1.035
5 S -1.5506 -0.6142 0.5617  C4 1.674, H11 1.297
6 H 0.5789 -1.1363 -2.1126  C3 1.054
7 H 0.5697 -2.0329 -0.7755  C3 1.019
8 H 1.6535 -0.5409 -0.7210  C3 1.135
9 H 0.3138 1.6732 0.5325  O1 0.968
10 H -0.2212 0.9360 -0.6671  C4 1.035
11 H -1.1494 -0.5907 1.7949  S5 1.297

Charge: -1
Orbital gap: 5.2 eV

---

<B>
# C2H7OS

2 unconnected molecules or ions with the total composition C2H7OS (wB97M-V/def2-TZVPD, the Open Molecules 2025 dataset).

Bonds (Å) are listed after each position.
Positions of all 11 atoms, in Å:
1 C -0.8279 0.5920 -0.2052  O2 1.410, C3 1.517, H4 1.116, H5 1.102
2 O -1.3442 -0.3709 0.6860  C1 1.410, H6 1.045
3 C 0.2229 0.0137 -1.1343  C1 1.517, H7 1.125, H8 1.121, H9 1.116
4 H -1.7088 0.9943 -0.7604  C1 1.116
5 H -0.4408 1.4386 0.3839  C1 1.102
6 H -0.4908 -0.5984 1.2454  O2 1.045
7 H -0.2366 -0.4802 -2.0352  C3 1.125
8 H 0.7933 0.9195 -1.4659  C3 1.121
9 H 0.7986 -0.6658 -0.4621  C3 1.116
10 S 1.3092 -0.3339 1.9240  H11 1.331
11 H 1.9252 -1.5091 1.8237  S10 1.331

Charge: -1
Orbital gap: 7.5 eV

---

<C>
# C2H7OS

2 unconnected molecules or ions with the total composition C2H7OS (wB97M-V/def2-TZVPD, the Open Molecules 2025 dataset).

Bonds (Å) are listed after each position.
Positions of all 11 atoms, in Å:
1 S -2.3754 -1.3195 1.2388  H2 1.352
2 H -1.9780 -2.5279 1.6952  S1 1.352
3 C 0.6433 -0.2323 -0.1600  O4 1.469, C5 1.556, H6 1.106, H7 1.079
4 O 0.5164 0.2497 1.2219  C3 1.469, H8 0.990
5 C 0.4655 1.0418 -1.0358  C3 1.556, H9 1.171, H10 1.165, H11 1.129
6 H 0.0728 -1.1332 -0.4542  C3 1.106
7 H 1.6532 -0.5948 -0.0463  C3 1.079
8 H -0.4684 0.1739 1.2947  O4 0.990
9 H -0.6324 1.3319 -1.3235  C5 1.171
10 H 1.1766 1.1044 -1.9566  C5 1.165
11 H 0.9265 1.9061 -0.4741  C5 1.129

Charge: -1
Orbital gap: 6.9 eV

---

Result of the stability comparison: <A> is the least stable of them.